Record 1
Here is 8 unconnected molecules or ions with the total composition C16H45O10 from OMol25. Energies are from wB97M-V/def2-TZVPD.

**Frontier orbital gap**: 0.346 Ha
**E_HOMO**: -0.2418 Ha
**Relative energy (zero: lowest compared OMol25 entry of this formula, charge and spin)**: 0.0 kJ/mol
**Total charge**: -1

XYZ file:
```
71
C16H45O10 (wB97M-V/def2-TZVPD)
C 0.5483 -0.3465 -0.5076
O -0.5097 -0.2615 0.1224
O 0.7603 0.6045 -1.4036
O 1.2993 -1.2815 -0.2186
H 0.1233 1.1825 -1.4316
C -3.2417 -2.4085 0.0034
O -3.0997 -1.1025 0.5204
H -2.5877 -3.0815 0.3274
H -3.2977 -2.1455 -1.1206
H -4.2597 -2.9175 0.3044
H -2.0547 -0.9975 0.4884
C 4.5543 -0.5045 0.8254
O 3.9933 -0.0305 -0.3526
H 5.4653 -1.0535 0.7524
H 3.9423 -1.2185 1.1784
H 4.7773 0.0705 1.5774
H 3.0083 -0.2185 -0.1856
C 3.1603 -2.1655 -3.1776
O 1.9553 -1.5315 -3.2086
H 3.1323 -3.1045 -3.9396
H 3.1663 -2.2525 -2.0446
H 3.9743 -1.4805 -3.5596
H 1.5593 -1.3975 -2.1886
C -2.4167 5.9595 0.9264
C -1.8927 4.7195 0.4064
C -0.5197 4.2135 1.0704
O -2.8457 3.7265 0.4674
H -2.5757 5.8025 1.9784
H -3.2417 6.1365 0.3734
H -1.6797 6.7235 0.9504
H -1.5287 4.9905 -0.6016
H 0.3523 4.8465 0.7234
H -0.2947 3.1645 0.7494
H -0.5237 4.1365 2.2074
H -2.8357 3.1135 -0.2356
C 2.4953 -5.8905 -0.3346
C 1.6673 -4.6535 -0.2516
C 0.3223 -4.7065 0.3544
O 2.4293 -3.7205 0.4534
H 3.3883 -5.7375 -0.9086
H 2.1603 -6.7025 -0.6306
H 3.0273 -6.0685 0.6314
H 1.6683 -4.4005 -1.2896
H -0.1857 -3.8295 0.2934
H 0.5733 -5.0255 1.4774
H -0.2527 -5.4355 -0.1896
H 2.0603 -2.8115 0.5154
C -0.4647 0.8525 3.3544
C 0.9743 0.5785 2.7914
C 1.9343 1.2775 3.6774
O 1.0973 -0.9055 2.6404
H -0.6957 1.9595 3.3024
H -0.4867 0.3155 4.2504
H -1.1277 0.3095 2.6294
H 0.8773 1.0275 1.7134
H 2.9743 0.9305 3.3774
H 1.9413 0.9565 4.5874
H 1.8913 2.2915 3.7394
H 0.7863 -1.2465 1.8304
C -4.0597 2.4645 -2.3356
C -2.9737 1.4495 -2.2096
C -2.0857 1.2565 -3.3416
O -2.1937 1.7375 -1.1446
H -3.7387 3.3475 -2.6006
H -4.6577 2.7755 -1.3946
H -4.8677 2.3465 -3.1396
H -3.3707 0.4215 -1.9426
H -1.4857 2.1285 -3.3616
H -2.5737 1.2725 -4.3306
H -1.2477 0.5325 -3.5986
H -2.1677 1.0085 -0.3936
```

Löwdin analysis output, partial charges in e: -0.7882 -0.0227 0.1916 -0.0153 0.0025 -0.1795 -0.1888 0.0013 0.1019 0.1027 0.0793 -0.1796 -0.0968 0.0793 0.0399 0.0153 0.0777 -0.2419 -0.2129 0.1045 0.0828 0.0725 0.1277 -0.0733 -0.5354 -0.0391 -0.0198 0.0876 0.0516 0.0792 0.1356 0.0796 0.0617 0.0753 0.0010 -0.0399 -0.5432 -0.0335 -0.0630 0.0824 -0.0155 0.1058 0.1220 0.0214 0.1470 0.0745 0.0584 -0.0506 -0.4140 -0.0541 -0.0516 0.0831 0.0487 0.0759 0.1438 0.1073 0.0125 0.0534 0.0101 -0.0403 -0.5606 -0.0665 -0.0914 0.0084 0.1220 0.1099 0.1540 0.0685 0.0847 0.1161 0.1570

Record 2
Here is 3 unconnected molecules or ions with the total composition C16H46F3N7O4P3S from OMol25. Energies are from wB97M-V/def2-TZVPD.

**Frontier orbital gap**: 0.219 Ha
**E_HOMO**: -0.3715 Ha
**Relative energy (zero: lowest compared OMol25 entry of this formula, charge and spin)**: 0.0 kJ/mol
**Total charge**: +1

XYZ file:
```
80
C16H46F3N7O4P3S (wB97M-V/def2-TZVPD)
C -1.6628 1.0412 5.2360
C -0.3285 0.4061 4.7928
C 0.0438 0.8633 3.3823
N 1.5363 0.8080 3.1631
P 1.9930 -0.1983 1.9743
S 2.3072 -2.1853 2.9108
O 2.3586 -1.9036 4.3067
O 3.4804 -2.7694 2.3536
C 0.7456 -3.2161 2.6253
F 1.0833 -4.2843 1.9348
F 0.2520 -3.5549 3.7918
F -0.1301 -2.4796 1.9388
H -2.4788 0.3375 5.1204
H -1.5780 1.3230 6.2810
H -1.8649 1.9653 4.6997
H -0.4373 -0.6768 4.7956
H 0.4666 0.6520 5.4908
H -0.2888 1.8774 3.1853
H -0.4649 0.1923 2.6867
H 1.9171 1.7402 3.0041
H 1.0403 -0.3076 0.9540
H 3.2003 0.2082 1.4091
O 0.5549 4.0022 0.6217
P 1.6785 4.8346 0.0952
N 2.5099 3.7497 -0.9471
C 3.3594 2.7371 -0.3946
C 1.7318 3.3074 -2.0948
N 2.5002 5.2072 1.5472
C 3.9284 5.0876 1.7529
C 1.7862 4.9415 2.7871
N 2.2095 6.2880 -0.6757
C 1.0993 7.1875 -1.0509
C 3.2223 6.2873 -1.7261
H 4.0430 2.3376 -1.1473
H 2.7471 1.9079 0.0160
H 4.0013 3.1175 0.3933
H 1.5382 4.1437 -2.7727
H 0.7648 2.8813 -1.8020
H 2.2828 2.5554 -2.6581
H 4.2289 4.0587 1.9940
H 4.2378 5.7167 2.5896
H 4.4997 5.4321 0.8903
H 1.8265 3.8763 3.0815
H 0.7427 5.2251 2.7081
H 2.2258 5.5357 3.5888
H 0.5272 6.8077 -1.9036
H 1.4811 8.1756 -1.3030
H 0.4126 7.3056 -0.2091
H 2.8641 5.9084 -2.6894
H 4.1008 5.7183 -1.4393
H 3.5343 7.3240 -1.8652
O -2.6010 -2.4955 -3.3636
P -2.7677 -3.7454 -2.5744
N -1.6928 -4.8622 -3.3012
C -2.0061 -5.5679 -4.5324
C -0.3027 -4.4486 -3.2174
N -4.4135 -4.0796 -2.8103
C -4.9569 -5.3770 -3.1599
C -5.2207 -3.0110 -3.3985
N -2.7478 -4.5004 -0.9951
C -2.4103 -3.5585 0.0763
C -2.1108 -5.7854 -0.7499
H -1.3481 -6.4360 -4.6190
H -1.8872 -4.9498 -5.4312
H -3.0166 -5.9615 -4.5172
H 0.0335 -4.4407 -2.1718
H -0.1381 -3.4467 -3.6316
H 0.3338 -5.1492 -3.7565
H -4.8843 -5.5776 -4.2342
H -6.0147 -5.4191 -2.8919
H -4.4745 -6.1874 -2.6116
H -5.1112 -2.9500 -4.4876
H -4.9539 -2.0467 -2.9796
H -6.2705 -3.1909 -3.1611
H -1.3505 -3.2763 0.0527
H -2.6370 -3.9825 1.0567
H -3.0043 -2.6460 -0.0291
H -1.0134 -5.7451 -0.7462
H -2.4207 -6.5320 -1.4730
H -2.4413 -6.1273 0.2346
```

Löwdin analysis output, partial charges in e: -0.0781 -0.2299 -0.2225 -0.2076 0.9745 0.6294 -0.2744 -0.2717 -0.6930 0.1841 0.1957 0.1102 0.0762 0.0767 0.0721 0.0963 0.1128 0.1194 0.1000 0.0828 0.0426 0.0340 -0.3097 0.6645 -0.3359 -0.1314 -0.1093 -0.2993 -0.1300 -0.1286 -0.2964 -0.1153 -0.1236 0.0957 0.0420 0.0458 0.0754 0.0790 0.0876 0.0659 0.0881 0.0815 0.0568 0.0758 0.0893 0.0830 0.0835 0.0820 0.0767 0.0704 0.0928 -0.2873 0.6459 -0.3362 -0.1046 -0.1313 -0.3064 -0.1323 -0.1283 -0.2933 -0.1462 -0.1314 0.0859 0.0922 0.0449 0.0627 0.0761 0.0848 0.0744 0.0835 0.0755 0.0874 0.0678 0.0816 0.0542 0.0806 0.0832 0.0704 0.0721 0.0880

Record 3
Here is a molecular structure, C16H46N3O8PdZn from OMol25. Energies are from wB97M-V/def2-TZVPD.

**Frontier orbital gap (spin up / spin down)**: 0.324 / 0.235 Ha
**⟨S²⟩**: 2.004
**E_HOMO (spin up / spin down)**: -0.6271 / -0.6271 Ha
**Relative energy (zero: lowest compared OMol25 entry of this formula, charge and spin)**: 0.1 kJ/mol
**2S+1**: 3
**Total charge**: +3

XYZ file:
```
75
C16H46N3O8PdZn (wB97M-V/def2-TZVPD)
Zn 1.4156 -0.2145 -2.1391
Pd 0.8486 -0.1183 1.8835
O 0.6685 -0.2565 -0.2842
H 0.1105 -1.0471 -0.3109
C -1.4321 -2.3449 -4.7766
C -0.5671 -1.2818 -4.1125
C -1.3983 -0.1937 -3.4766
O -0.5512 0.7073 -2.7855
C -1.1255 2.0168 -2.6580
N 0.4370 -1.7979 -3.1078
H -0.8725 -3.0052 -5.4371
H -2.1872 -1.8543 -5.3899
H -1.9361 -2.9527 -4.0172
H 0.0148 -0.7772 -4.8841
H -2.0212 -0.7209 -2.7300
H -2.0548 0.3215 -4.1720
H -0.4763 2.6566 -2.0688
H -2.0766 1.9642 -2.1085
H -1.3688 2.4600 -3.6268
H 1.0901 -2.3342 -3.7012
H 0.0286 -2.6082 -2.6190
C -1.2707 2.6043 0.8904
C -1.1483 2.4116 2.3937
C -2.4214 2.8241 3.1358
O -2.4551 2.3387 4.4543
C -1.4709 2.8562 5.3517
N -0.8580 0.9746 2.7124
H -1.3831 3.6439 0.5862
H -2.0718 1.9996 0.4671
H -0.3110 2.2983 0.4441
H -0.3609 3.0654 2.7717
H -3.3138 2.4083 2.6576
H -2.5284 3.9159 3.0978
H -0.8451 3.6493 4.9074
H -0.7647 2.0951 5.7083
H -1.9278 3.3393 6.2158
H -1.6542 0.3971 2.4116
H -0.9488 0.9255 3.7402
C -0.9862 -4.2367 3.0663
C -0.8155 -3.0520 2.1360
C -2.1384 -2.4728 1.8537
O -2.0214 -1.3587 0.9491
C -3.3029 -0.8114 0.6322
N 0.0991 -2.0357 2.7597
H -1.3606 -3.9066 4.0416
H -0.0569 -4.7844 3.2357
H -1.7090 -4.9677 2.7043
H -0.3883 -3.3219 1.1648
H -2.6618 -2.1392 2.7669
H -2.7984 -3.2217 1.4006
H -3.7136 -0.1005 1.3558
H -4.0359 -1.6000 0.4306
H -3.2048 -0.2643 -0.3138
H 0.9733 -2.5245 2.9815
H -0.3016 -1.8173 3.6800
C 4.8568 0.0111 1.0994
C 4.2338 -1.2767 1.5579
O 2.7730 -1.2240 1.5518
O 4.3912 0.3213 -0.2404
H 5.9337 -0.1802 1.0783
H 4.6476 0.8230 1.7982
H 4.5550 -1.4515 2.5835
H 4.5628 -2.0835 0.9070
H 2.5077 -1.6100 0.7072
H 4.1614 1.2549 -0.2511
C 2.9598 2.2231 -2.9533
C 2.4111 1.7520 -4.2826
O 2.0351 0.3636 -4.1705
O 2.1849 1.6280 -1.8768
H 3.0346 3.3051 -2.9008
H 3.9827 1.8449 -2.8483
H 3.0166 2.0294 -5.1435
H 1.4660 2.2811 -4.4929
H 2.1627 -0.0769 -5.0202
H 1.7344 2.3143 -1.3717
```

Löwdin analysis output, partial charges in e: 0.8182 1.1151 -0.3764 -0.0213 -0.0149 -0.3848 -0.1686 -0.2593 -0.0409 0.0489 0.0978 0.1044 0.0972 0.1329 0.1431 0.1500 0.0791 0.1017 0.1132 0.1257 0.1237 -0.0500 -0.3795 -0.1925 -0.1807 -0.0749 0.0045 0.1040 0.0761 0.0505 0.1398 0.1374 0.1498 0.0963 0.0891 0.1046 0.0790 0.0980 -0.0251 -0.3972 -0.2052 -0.2431 -0.0783 0.0214 0.1037 0.0982 0.1050 0.1513 0.1535 0.1482 0.0935 0.1059 0.0832 0.1062 0.1160 -0.1936 -0.1574 -0.1804 -0.0776 0.1402 0.1325 0.1398 0.1403 0.0673 0.0693 -0.1285 -0.1506 -0.0938 -0.1081 0.1513 0.1391 0.1525 0.1342 0.1325 0.1178